DFT (ωB97M-V/def2-TZVPD) results for a 2-piece molecular cluster, C4H12OS overall at a distorted geometry.

XYZ file:
```
18
Properties=species:S:1:pos:R:3:mulliken_charge:R:1
S -0.504 -0.006 1.946 -0.099
O 3.276 -0.641 -3.419 -0.636
C -1.152 -0.988 -1.045 -1.085
C -1.712 0.669 0.793 -0.687
C 1.065 0.577 1.286 -0.853
C -1.400 0.483 -0.675 -0.445
H 2.952 -0.470 -2.532 0.312
H 3.866 0.083 -3.669 0.324
H -1.929 -1.584 -0.548 0.305
H -1.257 -1.142 -2.121 0.353
H -0.189 -1.390 -0.742 0.283
H -0.566 1.105 -1.011 0.259
H 1.023 1.250 0.434 0.242
H 1.615 1.150 2.020 0.384
H -1.960 1.720 1.002 0.365
H -2.677 0.232 1.002 0.384
H 1.659 -0.291 1.000 0.246
H -2.250 0.778 -1.288 0.348
```

Calculated values
- Structure (SMILES): CCCSC.O
- Orbital gap: 9.10 eV
- ΔE to the lowest compared entry with this formula, charge and spin: 0.5070 eV
- LUMO energy: 0.579 eV
- Spin multiplicity: 1

---

DFT (ωB97M-V/def2-TZVPD) results for an isolated molecule of CH3N3O3 at a distorted geometry.

XYZ file:
```
10
Properties=species:S:1:pos:R:3:mulliken_charge:R:1
O 1.523 1.103 1.262 -0.614
O 0.732 2.077 -0.481 -0.551
O -0.601 -2.036 0.500 -0.514
N -0.688 -0.001 -1.204 -0.629
N -0.027 0.085 0.085 0.188
N 0.816 1.217 0.317 1.146
C 0.063 -1.083 0.770 0.108
H -0.997 -0.965 -1.583 0.306
H 0.682 -0.859 1.630 0.361
H -1.503 0.462 -1.295 0.199
```

Calculated values
- Structure (SMILES): NN(C=O)[N+](=O)[O-]
- Orbital gap: 10.18 eV
- ΔE to the lowest compared entry with this formula, charge and spin: 2.6187 eV
- LUMO energy: -0.108 eV
- Spin multiplicity: 1

---

DFT (ωB97M-V/def2-TZVPD) results for a 2-piece molecular cluster, C6H10N2O3 overall at a distorted geometry.

XYZ file:
```
21
Properties=species:S:1:pos:R:3:mulliken_charge:R:1
O 0.350 -1.589 0.119 -0.434
O 0.821 -1.704 2.986 -0.684
O 0.840 0.650 0.043 -0.752
N -0.272 0.224 2.775 -0.332
N -0.350 -0.509 6.018 -0.284
C 0.432 0.629 -2.761 -0.219
C 0.490 -0.415 -0.520 0.830
C -0.098 -0.609 4.922 -0.107
C 0.359 -0.684 -2.017 -0.880
C -0.884 1.361 -2.699 -1.148
C 0.183 -0.787 3.457 1.001
H -1.038 2.131 -2.017 0.339
H -1.013 0.831 3.269 0.235
H -1.715 0.651 -2.343 0.255
H 0.005 0.466 1.752 0.185
H -0.563 -1.229 -2.253 0.391
H 1.176 -1.462 -2.158 0.325
H 0.580 -1.581 1.103 0.368
H 1.197 1.224 -2.248 0.244
H -1.236 1.863 -3.603 0.331
H 0.735 0.539 -3.825 0.336
```

Calculated values
- Structure (SMILES): CCCC(=O)O.N#CC(N)=O
- Orbital gap: 11.57 eV
- ΔE to the lowest compared entry with this formula, charge and spin: 1.4010 eV
- LUMO energy: 0.489 eV
- Spin multiplicity: 1

---

DFT (ωB97M-V/def2-TZVPD) results for a 10-piece molecular cluster, C17H38Cl6F8N7O12S4 overall at a distorted geometry.

XYZ file:
```
92
Properties=species:S:1:pos:R:3:mulliken_charge:R:1
Cl -0.870 -0.070 -5.650 -0.182
Cl -2.178 1.683 5.614 -0.152
Cl 0.572 6.339 -2.203 -0.201
Cl -2.300 5.687 -2.811 -0.199
Cl -2.464 4.058 3.973 -0.177
Cl -1.017 2.679 -4.919 -0.166
S -2.919 -3.605 3.232 0.869
S -1.304 1.889 0.925 0.554
S -0.819 -4.371 2.091 0.899
S 0.620 1.035 -0.361 0.910
F -4.258 -1.266 2.556 -0.203
F 1.420 -5.049 0.599 -0.239
F -4.150 -1.591 4.706 -0.241
F -2.641 1.066 1.383 -0.219
F -0.373 -4.788 -0.625 -0.240
F 0.874 0.047 -1.625 -0.270
F 0.541 -2.993 0.273 -0.159
F -2.347 -0.935 3.519 -0.102
O -1.873 3.043 0.306 -0.545
O -4.071 -4.289 2.701 -0.624
O 1.495 0.391 0.612 -0.523
O 6.014 -1.065 -0.331 -0.660
O -2.425 -4.125 4.526 -0.545
O -4.704 -0.342 -0.650 -0.753
O 4.787 4.794 2.572 -0.702
O 2.869 -3.576 -4.564 -0.679
O -0.566 2.011 2.199 -0.369
O 0.137 -4.230 3.141 -0.631
O -1.454 -5.700 1.983 -0.699
O 0.953 2.362 -0.889 -0.612
N 4.120 3.763 4.424 -0.225
N -5.093 1.668 -1.481 -0.112
N 4.000 -1.868 -0.148 -0.059
N -2.087 -1.486 -0.030 0.454
N 1.030 -3.520 -5.764 -0.136
N -0.821 0.683 -0.222 -0.251
N -1.778 -3.256 1.894 -0.471
C 4.033 4.014 3.166 0.690
C 5.170 4.381 5.344 -0.831
C -0.912 1.007 -4.285 0.503
C 5.025 -0.967 1.821 -0.807
C -3.425 -1.690 3.533 0.583
C 5.085 -1.369 0.336 0.689
C -6.676 0.684 -0.003 -1.356
C 0.912 -2.930 -3.479 -0.066
C 1.679 -3.814 -7.097 -0.829
C -3.941 1.933 -2.264 -0.323
C 1.661 -3.443 -4.673 0.352
C -1.299 3.092 5.023 0.099
C 3.102 3.049 2.408 -0.196
C 3.938 -2.453 -1.505 -0.922
C -5.433 0.613 -0.772 0.762
C 0.238 -4.342 0.446 0.522
C -0.812 5.203 -1.899 0.342
H 1.482 -2.339 -2.763 -0.210
H 4.751 -2.902 -2.076 0.376
H 5.811 3.566 5.680 0.269
H 5.309 0.085 1.835 0.187
H -0.513 4.183 -2.143 -0.099
H 3.140 -1.483 0.214 0.161
H 2.226 2.718 2.965 -0.058
H 4.470 4.749 6.094 0.314
H -0.436 2.675 4.504 -0.194
H -5.881 2.257 -1.711 0.211
H 0.028 -3.544 -5.643 0.262
H -0.048 0.885 -3.632 -0.056
H -1.568 -0.621 -0.092 0.157
H -1.927 -1.930 -0.922 0.456
H 2.289 -4.717 -7.077 0.286
H -0.973 5.279 -0.824 0.148
H -6.602 1.457 0.762 0.264
H 3.510 3.093 4.868 0.232
H 3.971 -1.039 2.089 0.173
H -1.853 0.803 -3.775 -0.138
H 2.396 -3.012 -7.278 0.276
H 2.748 3.518 1.490 0.245
H 3.151 -3.202 -1.418 0.238
H 0.911 -3.856 -7.869 0.321
H 3.709 2.194 2.110 -0.033
H -0.880 3.609 5.886 0.399
H -6.910 -0.331 0.317 0.344
H 3.652 -1.580 -2.092 0.271
H 5.721 5.216 4.912 0.294
H -1.947 -2.145 0.722 0.573
H -2.981 -1.025 0.061 0.131
H -7.430 0.984 -0.731 0.479
H -4.183 1.879 -3.325 0.399
H -3.595 2.959 -2.137 0.203
H -3.169 1.260 -1.893 -0.181
H 0.058 -2.279 -3.668 0.150
H 5.684 -1.590 2.426 0.329
H 0.616 -3.819 -2.922 0.268
```

Calculated values
- Orbital gap: 8.67 eV
- Charge: -1
- LUMO energy: 1.676 eV
- Spin multiplicity: 1

---

DFT (ωB97M-V/def2-TZVPD) results for an isolated molecule of C4H8O2.

XYZ file:
```
14
Properties=species:S:1:pos:R:3:mulliken_charge:R:1
O 0.941 -0.653 1.104 -0.390
O 0.785 1.388 0.030 -0.389
C -0.426 1.081 -0.639 -0.483
C -1.182 -0.090 0.007 -0.362
C -0.246 -1.183 0.544 -0.484
C 1.545 0.231 0.209 -0.325
H -1.854 -0.537 -0.735 0.309
H -0.735 -1.740 1.348 0.305
H 2.506 0.528 0.632 0.218
H -1.033 1.989 -0.601 0.304
H -1.806 0.286 0.822 0.262
H -0.205 0.870 -1.697 0.321
H 0.015 -1.896 -0.256 0.322
H 1.697 -0.274 -0.766 0.392
```

Calculated values
- Structure (SMILES): C1COCOC1
- Orbital gap: 11.14 eV
- ΔE to the lowest compared entry with this formula, charge and spin: 1.3480 eV
- LUMO energy: 1.058 eV
- Spin multiplicity: 1

---

DFT (ωB97M-V/def2-TZVPD) results for an isolated molecule of C4H8O.

XYZ file:
```
13
Properties=species:S:1:pos:R:3:mulliken_charge:R:1
O -0.161 1.210 1.133 -0.701
C -1.261 0.654 0.681 -0.324
C 1.675 -0.252 -0.109 -1.057
C -0.798 -0.664 -0.331 -0.669
C 0.376 0.041 -0.718 0.285
H -1.819 1.217 -0.093 0.248
H -1.569 -0.802 -1.086 0.351
H 0.293 0.812 -1.482 0.303
H -0.614 -1.554 0.273 0.260
H -1.999 0.290 1.430 0.324
H 1.476 0.027 0.949 0.339
H 2.500 0.343 -0.504 0.309
H 1.901 -1.323 -0.145 0.331
```

Calculated values
- Orbital gap (alpha / beta): 7.79 / 7.78 eV
- ΔE to the lowest compared entry with this formula, charge and spin: 3.8560 eV
- LUMO energy (alpha / beta): -0.500 / -0.501 eV
- Spin multiplicity: 1

---

Number 1: calculated total energy -17225.038 eV. Number 2: calculated total energy -11693.265 eV. Number 3: calculated total energy -15506.606 eV. Number 4: calculated total energy -193460.489 eV. Number 5: calculated total energy -8371.934 eV. Number 6: calculated total energy -6321.312 eV.